Below is 10 unconnected molecules or ions with the total composition C41H78F18N4O18S6 at a distorted geometry, with properties calculated with wB97M-V/def2-TZVPD.

For the molecular weight, the calculation gives 1449.451 g mol⁻¹. The HOMO-LUMO gap (spin up / spin down) comes out at 2.38 / 4.54 eV. The expectation value of S² is 0.75. The spin multiplicity is 2. Its total charge is -3. The value obtained for the highest occupied orbital energy (spin up / spin down) is 0.57 / -1.59 eV.

Geometry as XYZ:
```
165
Properties=species:S:1:pos:R:3:forces:R:3:mulliken_charge:R:1
C 3.97827 12.35725 -13.41944 -0.3 0.9 -0.3 -1.4838
C 5.11752 12.03667 -14.40835 -1.8 -0.7 0.4 -0.0910
C 5.48778 10.54790 -14.14460 1.6 1.4 -1.5 -0.8114
N 6.90950 10.34440 -14.78626 -1.0 -0.6 0.1 2.0846
C 6.75265 10.29577 -16.32009 0.4 0.7 1.1 -1.3074
C 7.90324 11.44721 -14.27608 0.1 -0.6 -0.3 -0.5856
C 9.28732 10.79982 -14.12755 -0.9 -0.7 -0.7 -1.1169
C 8.99595 9.29142 -14.50100 1.4 0.7 1.5 -1.9772
C 7.51444 9.02455 -14.37715 1.4 0.7 -0.8 -1.7581
H 3.35263 13.19002 -13.74063 0.2 0.2 -0.2 0.4971
H 4.37345 12.69336 -12.46081 0.0 -0.4 0.2 0.1641
H 3.22867 11.57480 -13.30118 0.3 -0.3 0.2 0.3761
H 5.87230 12.82251 -14.37908 0.4 -0.6 0.6 0.3867
H 4.76110 12.12805 -15.43436 -0.3 -0.2 -0.1 0.3446
H 4.83040 9.86711 -14.68541 -0.1 0.2 0.0 0.5406
H 5.48058 10.23628 -13.10012 0.5 0.3 0.0 -0.1072
H 6.52555 11.30973 -16.64933 -0.1 -0.2 -0.1 0.3395
H 5.96525 9.58765 -16.57829 0.0 0.2 0.2 0.3335
H 7.68724 9.96347 -16.77200 0.0 0.1 0.2 0.3732
H 7.91916 12.29631 -14.95936 -0.4 -0.2 0.0 0.4446
H 7.54473 11.75958 -13.29527 -0.2 0.0 -0.2 0.0621
H 10.03370 11.22201 -14.80044 -0.2 0.0 -0.2 0.4138
H 9.66241 11.03147 -13.13068 -0.1 -0.7 0.2 0.2549
H 9.45371 9.08573 -15.46860 -0.3 -0.2 0.0 0.6066
H 9.42811 8.65147 -13.73171 0.7 -0.3 -0.1 1.4099
H 7.33126 8.21615 -15.08498 -0.9 0.1 0.1 0.2927
H 7.28684 8.73695 -13.35070 -0.4 0.3 0.0 0.5557
C 3.85043 15.56679 0.80939 -2.2 0.7 0.5 -1.5622
C 4.72396 14.48269 0.30690 1.7 1.3 -0.6 -0.2693
C 4.44903 14.14935 -1.12863 0.3 -3.2 -0.8 -0.6340
N 5.61233 13.32730 -1.83455 -0.4 -0.2 -1.5 0.7628
C 6.71925 14.36017 -2.17977 -0.5 -0.9 1.9 -1.0566
C 7.92373 13.77471 -2.81057 0.4 -0.5 0.0 0.4043
C 8.45189 12.62842 -1.90143 -0.8 -1.0 -1.6 -1.1954
C 7.36067 11.46631 -1.70322 0.3 2.3 -0.4 0.2458
C 6.08758 12.06644 -1.00211 1.9 1.3 -1.7 -0.8211
C 4.97729 12.76597 -3.17052 -0.2 1.5 2.1 -0.9385
H 2.78617 15.35333 0.70997 -0.2 -0.3 0.1 0.3753
H 3.95023 16.49121 0.24054 0.4 0.0 0.1 0.3846
H 4.00629 15.75655 1.87137 0.2 0.1 -0.1 0.3917
H 4.81519 13.64907 1.00321 -0.2 -0.1 -0.4 0.3675
H 5.65380 15.05115 0.28770 0.8 -0.7 0.3 0.1521
H 4.18652 14.91682 -1.85676 0.2 0.4 0.5 0.5189
H 3.67122 13.38751 -1.18067 -0.5 0.3 0.1 0.4727
H 7.03309 14.56729 -1.15668 0.2 0.8 0.0 0.3910
H 6.32228 15.26905 -2.63195 -0.4 -0.4 -0.3 0.5480
H 8.62227 14.59398 -2.98072 0.3 0.1 0.6 0.6162
H 7.79926 13.46769 -3.84900 -0.5 -0.5 0.0 -0.6061
H 8.86628 12.95166 -0.94650 -0.1 0.2 0.0 0.3220
H 9.22824 12.18059 -2.52178 0.4 -0.2 0.5 0.4399
H 7.85881 10.67524 -1.14271 -0.6 -0.1 0.2 0.5392
H 7.11178 11.11412 -2.70427 -0.1 -0.4 0.1 -0.4317
H 6.50190 12.46641 -0.07666 -0.9 -0.2 0.4 0.4128
H 5.26752 11.34843 -0.99347 0.0 0.3 0.5 0.3852
H 4.21636 12.08884 -2.78247 0.2 -0.5 -0.7 0.3229
H 5.72586 12.37843 -3.86158 -0.2 -0.1 0.3 0.1829
H 4.46839 13.65290 -3.54798 0.1 -0.2 -0.6 0.1886
C 8.07511 11.21428 -10.06556 0.2 0.6 -1.3 -1.1042
C 8.08444 10.69100 -8.66172 0.3 -1.9 0.8 2.2515
C 9.38734 9.90498 -8.34000 -0.2 1.4 0.5 -1.6835
N 9.39114 9.07412 -6.99312 0.5 0.3 0.1 1.5663
C 10.94955 8.71653 -6.72657 -1.5 -1.0 0.7 -0.9661
C 11.09229 7.69465 -5.52307 -0.8 -0.4 -2.2 -0.6900
C 10.14171 6.42662 -5.66747 -0.5 0.4 0.2 -1.1541
C 8.58283 6.76883 -5.97245 2.8 1.1 3.2 -0.3254
C 8.43472 7.76834 -7.01042 1.0 1.1 -4.1 -0.8076
C 8.90577 9.97466 -5.82794 1.4 -0.8 -0.5 -1.0078
H 8.15479 10.44212 -10.83075 0.4 -0.6 0.2 0.1480
H 8.86089 11.93364 -10.29614 0.2 0.1 0.3 0.4850
H 7.16400 11.70586 -10.40663 -0.4 0.2 0.8 0.2476
H 7.35192 9.88526 -8.61386 -0.8 0.4 0.3 -0.3997
H 7.94683 11.44733 -7.88897 -0.4 0.0 -0.3 -0.5853
H 10.13450 10.68108 -8.17412 0.4 -0.2 0.3 0.3443
H 9.71827 9.40775 -9.25178 -0.1 -1.1 0.5 0.0385
H 11.34952 8.42028 -7.69629 -0.4 -0.8 0.1 0.5967
H 11.59245 9.56619 -6.49667 -0.9 0.7 0.2 0.3815
H 12.11177 7.31922 -5.61148 0.1 0.0 0.1 0.4596
H 11.04705 8.25440 -4.58887 -0.4 -0.3 0.1 0.3133
H 10.61806 5.70859 -6.33502 -0.3 0.4 -1.0 0.4622
H 10.26783 5.81302 -4.77545 -0.6 0.4 0.6 0.4285
H 7.87519 5.94339 -6.04988 0.3 0.1 -0.2 0.6364
H 8.30563 7.41908 -5.14273 -0.4 -1.0 1.1 0.0117
H 8.68793 7.27131 -7.94688 0.1 0.5 -0.5 0.3845
H 7.41312 8.13221 -7.12012 0.1 0.3 0.3 0.1261
H 7.89683 10.36873 -5.94977 0.0 -0.5 0.0 -0.2215
H 9.64399 10.76988 -5.72417 -0.2 0.2 -0.3 0.2994
H 9.05307 9.33707 -4.95622 -0.6 0.2 0.1 0.7453
C 1.80241 16.06594 -7.72806 1.1 1.5 0.9 -1.8985
C 2.33425 14.75166 -7.16713 -1.2 -0.8 0.1 0.9957
C 3.25224 14.12292 -8.12731 1.3 -1.0 -0.2 -1.0416
N 3.52785 12.53086 -7.88539 3.5 1.9 -0.5 1.3129
C 4.15246 12.08409 -9.27511 -1.8 -1.5 0.0 -0.7426
C 4.30044 10.54214 -9.38178 -0.7 0.7 1.0 1.2526
C 2.98356 9.85841 -8.95625 0.1 -1.2 0.5 -0.9242
C 2.49061 10.18236 -7.50732 -0.1 2.2 -1.1 -0.2776
C 2.31528 11.77612 -7.46158 0.0 -2.1 -0.2 -1.3304
C 4.64761 12.37975 -6.77279 -2.5 0.2 0.8 0.1830
H 2.31328 16.89816 -7.24380 0.5 0.1 -0.1 0.3887
H 0.77995 16.33815 -7.46619 -0.2 -0.8 -0.5 0.4148
H 2.06663 16.17442 -8.77997 -0.6 0.0 -0.1 0.4846
H 1.45332 14.11094 -7.12771 0.0 -0.1 0.8 -0.0150
H 2.90909 14.79776 -6.24219 -0.8 0.4 0.5 -0.2288
H 4.24533 14.54863 -7.98360 0.1 0.0 -0.5 0.0272
H 2.88257 14.29594 -9.13800 0.2 -0.7 -0.1 0.8064
H 3.37558 12.37783 -9.98099 -0.2 -0.2 0.0 0.2472
H 5.04757 12.57115 -9.66194 0.2 0.6 1.3 0.4732
H 4.60615 10.25412 -10.38761 -0.4 0.2 -0.3 -0.2909
H 5.11554 10.14516 -8.77670 0.1 0.2 0.5 -0.7750
H 2.18443 10.02395 -9.67881 0.0 0.6 0.0 0.0925
H 3.16960 8.78779 -9.04149 0.0 -0.3 0.2 0.6338
H 1.46859 9.86492 -7.30042 -0.1 -0.3 -0.5 0.5777
H 3.03910 9.74421 -6.67348 0.6 0.3 -0.2 -0.3093
H 1.52566 12.00451 -8.17743 0.1 0.2 -0.1 0.7293
H 1.95568 12.04633 -6.46872 0.4 0.5 0.0 0.4605
H 4.47503 11.39621 -6.33581 0.8 -0.3 -0.5 -0.2605
H 4.33374 12.99288 -5.92801 -0.4 0.5 -0.2 -0.2039
H 5.67237 12.72504 -6.90973 -0.2 -0.4 -1.1 0.0436
C 0.36157 14.03071 -2.57823 -1.0 -1.0 -1.4 0.4834
F 0.71606 12.81170 -2.02032 -0.1 1.3 -0.3 -0.2503
F -0.45517 14.66291 -1.68413 1.3 -0.5 -0.9 -0.2479
F 1.50292 14.74187 -2.75892 -0.4 -0.2 0.7 -0.2011
S -0.56955 13.76773 -4.35404 -3.8 2.3 -0.4 1.1470
O -1.92381 13.37932 -3.96586 0.5 0.6 1.2 -0.7065
O -0.55941 15.14898 -4.94728 1.4 -3.1 1.3 -0.5843
O -0.04522 12.62528 -5.06309 2.6 0.3 -0.2 -0.6191
C 4.30746 7.03853 -4.70185 -0.4 4.5 1.1 0.3579
F 3.96564 6.39222 -3.61440 -1.0 -1.5 0.2 -0.2077
F 5.35361 6.44435 -5.23732 0.2 -0.6 -0.9 -0.1708
F 3.26864 7.18013 -5.57672 1.1 -1.0 0.6 -0.2242
S 4.79564 8.82469 -3.95903 0.8 -0.6 -3.6 1.0450
O 5.52106 8.39826 -2.81490 1.1 -0.3 1.7 -0.6932
O 5.63621 9.43316 -5.02351 -0.2 -0.6 0.6 -0.5212
O 3.59233 9.55306 -3.73797 -1.1 0.3 0.3 -0.6142
C -1.60672 19.15693 -8.01316 -2.6 -0.1 0.6 0.6063
F -1.50328 17.82960 -8.29379 0.3 1.0 0.5 -0.2014
F -1.23915 19.39503 -6.71780 0.7 -0.3 -1.4 -0.2308
F -0.89187 19.82993 -8.90179 0.4 -0.1 0.6 -0.1948
S -3.46079 19.69099 -8.07971 -1.4 1.1 -0.3 1.0958
O -4.11525 18.93223 -7.00367 1.0 0.4 -0.8 -0.6674
O -3.47752 21.16226 -7.85887 0.7 -1.8 0.0 -0.6976
O -3.91427 19.34531 -9.43554 0.7 -0.1 0.9 -0.6927
C 8.22667 14.60332 -7.20870 -1.0 2.4 1.0 0.2988
F 9.49482 15.00601 -6.89473 -0.8 -0.9 -0.4 -0.2694
F 8.14523 14.41922 -8.53047 0.3 -0.2 0.3 -0.1895
F 7.96434 13.43053 -6.60482 0.6 -0.8 0.0 -0.0978
S 6.90834 15.92391 -6.50259 1.0 1.8 -0.5 0.8934
O 6.29905 15.26707 -5.35341 0.4 -0.6 0.1 -0.3040
O 7.74697 17.07925 -6.18004 -0.4 -1.5 0.0 -0.6946
O 6.02911 16.13428 -7.62270 0.0 -0.8 -0.1 -0.6300
C 3.08900 19.71374 -8.50815 0.9 0.1 -2.5 0.5753
F 1.97970 19.86861 -7.82357 0.3 -0.2 1.0 -0.1801
F 4.03174 18.91604 -7.94155 -1.1 0.6 0.5 -0.1702
F 2.70375 19.02532 -9.64407 0.4 0.6 0.5 -0.2539
S 3.90478 21.40717 -8.92881 0.0 2.0 -1.7 1.1274
O 2.95830 22.24042 -9.71882 0.7 -2.0 0.7 -0.6860
O 4.12842 22.01534 -7.63425 0.2 -0.7 0.7 -0.6848
O 5.13098 21.06262 -9.66954 -1.2 -0.3 0.7 -0.6870
C 0.11475 14.06742 -11.92477 -0.3 -2.7 -0.2 0.5611
F 1.15788 14.59175 -12.57490 -0.3 0.7 -0.2 -0.2178
F 0.26529 14.33258 -10.61796 -0.7 0.7 -0.7 -0.1532
F -1.06945 14.50405 -12.46626 1.7 0.0 1.1 -0.2294
S 0.25915 12.14312 -12.09914 -3.1 0.5 0.1 0.9127
O 1.37585 11.81935 -11.23898 1.3 0.0 -0.1 -0.5292
O -1.01401 11.63981 -11.52793 1.6 0.7 -1.3 -0.6788
O 0.44743 11.97294 -13.54790 0.2 -0.1 1.1 -0.6811
```
Forces are in eV/Å.